Here is C4H11N3O in the gas phase in a non-equilibrium geometry from the Open Molecules 2025 dataset. Energies are from ωB97M-V/def2-TZVPD.

Properties
Max |F| = 1.59 eV/A
Gap between HOMO and LUMO = 9.6 eV
Energy relative to the best compared isomer or geometry (same formula, charge and spin) = 133.2 kJ/mol
SMILES = NCCNCC(N)=O
E_LUMO = 0.0249 Ha
Molar mass = 117.15 g mol⁻¹

ORCA input file:
```
! wB97M-V def2-TZVPD RIJCOSX def2/J DEFGRID3
* xyz 0 1
N 0.140 3.005 -0.059
C 0.991 2.143 -0.849
C 0.504 0.698 -0.996
N -0.206 0.211 0.167
C 0.308 -1.093 0.639
C -0.765 -1.978 1.238
N -1.311 -3.003 0.554
O -1.094 -1.795 2.401
H -0.674 3.227 -0.614
H -0.084 2.582 0.828
H 1.147 2.614 -1.825
H 2.013 2.156 -0.463
H 1.296 -0.004 -1.255
H -0.094 0.633 -1.919
H -1.208 0.142 0.102
H 0.967 -0.894 1.475
H 0.891 -1.630 -0.109
H -1.734 -3.751 1.078
H -1.087 -3.264 -0.392
*
```